9
Properties=species:S:1:pos:R:3:mulliken_charge:R:1 method="wB97M-V/def2-TZVPD" gap_ev=8.5 charge=0 relative_energy_ev=0.888 lumo_ev=-0.63 smiles="O=C[C@@H](F)C=S"
O 2.146 -1.167 -0.157 -0.4560
C 1.844 0.017 -0.157 0.0137
C 0.503 0.500 0.389 0.4068
F 0.135 1.719 -0.144 -0.2665
C -0.499 -0.575 0.283 -0.3081
S -2.041 -0.359 -0.135 -0.1712
H 2.605 0.819 -0.406 0.3257
H 0.682 0.727 1.457 0.1776
H -0.101 -1.577 0.581 0.2781